Record 1
Density functional theory data (wB97M-V/def2-TZVPD) for the molecule C18H18N4O4 in a non-equilibrium geometry.

```
44
Properties=species:S:1:pos:R:3:lowdin_charge:R:1
H 5.12 -0.07 0.81 0.18
C -1.96 0.34 3.93 0.05
H -5.74 0.16 2.15 0.11
C -5.61 1.23 2.02 -0.18
C -2.04 1.75 -0.01 -0.18
C -3.29 1.05 2.05 -0.24
H 2.84 -0.41 -2.39 0.15
C -0.85 0.79 2.02 -0.16
H -3.51 3.30 -0.07 0.06
H 6.35 -0.91 0.29 0.09
C 1.80 -1.72 -1.35 -0.43
C -2.00 1.10 1.37 -0.08
H 3.89 -2.36 0.44 0.27
H 0.28 0.21 3.94 0.18
N 4.59 -1.62 -0.12 -0.12
H 3.67 -2.29 -3.25 0.06
O -4.49 1.31 1.49 -0.05
H 0.14 1.04 1.55 0.16
C 3.75 -2.61 -2.33 0.05
H -2.07 -0.50 0.04 0.08
H -0.92 2.23 -3.00 0.19
C -1.07 1.24 -0.86 -0.22
H 0.20 -3.31 -0.36 0.22
O 5.80 -1.10 -2.04 -0.19
C -3.34 0.52 3.19 0.00
C 1.10 0.56 -1.80 0.04
H -5.63 1.80 2.79 0.04
N 5.45 -1.14 0.68 0.03
H 4.25 -3.71 -2.02 0.19
C -0.27 -0.99 -0.58 -0.12
H -6.48 1.47 1.27 0.15
O -1.59 -1.39 0.01 -0.04
N -2.48 3.03 -1.95 0.09
C 1.89 -0.57 -1.78 -0.12
C -2.71 2.81 -0.41 0.00
N -1.38 2.00 -2.03 0.01
H -3.90 0.56 4.01 0.07
C 0.49 -2.14 -0.85 0.10
O 2.50 -2.84 -1.44 -0.07
H -2.04 0.12 5.03 0.10
C -0.69 0.60 3.24 -0.12
C 4.77 -1.85 -1.29 -0.35
C -0.22 0.36 -1.27 -0.16
H 1.39 1.70 -2.03 0.17
```

## Properties
- relative energy (zero: lowest compared OMol25 entry of this formula, charge and spin) (eV) = 20.635
- lowest unoccupied orbital energy (eV) = -0.1
- HOMO (eV) = -7.93
- charge = 0
- orbital gap (Ha) = 0.2881
- SMILES = COc1ccccc1-c1cn[nH]c1-c1ccc(OCC(=O)NN)cc1O



Record 2
Density functional theory data (wB97M-V/def2-TZVPD) for the molecule C13H20BNO4 in a non-equilibrium geometry.

```
39
Properties=species:S:1:pos:R:3:lowdin_charge:R:1
H 2.07 1.10 -0.73 0.12
B 3.28 0.14 1.65 -0.63
C 1.30 -0.87 -0.28 -0.20
C -1.22 -1.46 -0.67 -0.43
C 3.58 -0.07 0.16 -0.11
H -2.07 4.64 -0.55 0.09
O 3.84 -0.80 2.52 0.14
H -0.13 0.21 -1.52 0.14
H -0.24 -4.11 1.05 0.15
H 1.60 -1.91 -0.20 0.12
H 0.29 -1.33 -2.17 0.13
C -1.13 1.75 0.79 -0.05
C 0.07 -0.85 -1.21 -0.12
C -2.03 3.58 -0.40 -0.09
H -0.43 1.41 1.56 0.11
H -2.82 -0.94 0.70 0.14
C -2.83 1.36 -0.85 -0.03
H 3.65 -0.59 3.45 0.11
C -1.82 -0.57 0.44 -0.08
H -3.59 3.11 -1.80 0.10
O -1.44 -3.81 -0.92 0.09
C 2.38 0.06 -0.73 -0.22
N -2.14 -1.48 -1.82 0.09
H 1.00 -0.61 0.74 0.11
H -1.18 -0.76 1.30 0.12
H -3.37 0.67 -1.44 0.09
H 2.42 1.28 3.14 0.11
H -3.02 -1.87 -1.54 0.08
O 2.48 1.20 2.16 0.12
H -1.79 -2.15 -2.49 0.08
H -0.47 3.78 1.02 0.09
C -1.96 0.88 0.14 -0.24
H 2.66 -0.22 -1.76 0.13
C -2.84 2.72 -1.13 -0.07
H 3.93 -1.09 0.19 0.12
C -1.15 3.11 0.55 -0.08
C -1.02 -2.91 -0.21 -0.43
O -0.33 -3.13 0.95 0.10
H 4.43 0.54 -0.07 0.11
```

## Properties
- lowest unoccupied orbital energy (eV) = 0.2
- HOMO (eV) = -8.97
- charge = 0
- orbital gap (Ha) = 0.3361
- SMILES = N[C@@](CCCCB(O)O)(Cc1ccccc1)C(=O)O



Record 3
Density functional theory data (wB97M-V/def2-TZVPD) for a cluster of 2 separate species, C5H13NO2 in total.

```
21
Properties=species:S:1:pos:R:3:lowdin_charge:R:1
O 1.77 -2.46 -1.88 -0.06
H 0.15 -1.15 2.41 0.09
O -0.56 -0.29 -1.72 0.04
H -0.45 2.32 0.83 0.07
H -1.46 -2.17 -0.28 0.08
C 0.84 1.28 -0.60 -0.15
H 1.14 -2.00 -1.30 0.00
C -0.07 0.08 -0.66 -0.52
H -0.81 2.67 -0.81 0.08
C -1.59 -1.40 0.46 -0.03
H 0.67 3.36 -0.06 0.07
C 0.02 2.50 -0.14 -0.07
H 1.66 1.08 0.08 0.10
H -1.76 -1.81 1.45 0.08
H 1.12 0.20 1.70 0.08
H -2.46 -0.81 0.17 0.10
N -0.40 -0.55 0.50 -0.15
H -0.50 0.45 2.35 0.09
H 1.24 1.40 -1.60 0.12
C 0.14 -0.24 1.80 -0.05
H 1.31 -2.47 -2.72 0.04
```

## Properties
- relative energy (zero: lowest compared OMol25 entry of this formula, charge and spin) (eV) = 0.744
- lowest unoccupied orbital energy (eV) = 0.7
- HOMO (eV) = -9.45
- charge = 0
- orbital gap (Ha) = 0.3737
- SMILES = CCC(=O)N(C)C.O